Record 1
{
  "formula": "C37H54BrNO15P4S2",
  "method": "ωB97M-V with the def2-TZVPD basis set",
  "homo_lumo_gap_ev": 6.5,
  "smiles": "NP(O)c1c(S)c(CCCCS(=O)(=O)O)c2c(c1P(O)Br)C(=O)c1c(Cc3ccccc3)cccc1C2=O.CCOP(=O)(OCC)OCC.CCOP(=O)(OCC)OCC",
  "multiplicity": 1,
  "e_homo_ev": -7.97,
  "symbols": ["N", "P", "O", "C", "C", "S", "C", "C", "C", "C", "C", "S", "O", "O", "O", "C", "C", "C", "P", "O", "Br", "C", "O", "C", "C", "C", "C", "C", "C", "C", "C", "C", "C", "C", "C", "C", "C", "O", "H", "H", "H", "H", "H", "H", "H", "H", "H", "H", "H", "H", "H", "H", "H", "H", "H", "H", "H", "H", "H", "H", "H", "H", "C", "C", "O", "P", "O", "O", "C", "C", "O", "C", "C", "H", "H", "H", "H", "H", "H", "H", "H", "H", "H", "H", "H", "H", "H", "H", "C", "C", "O", "P", "O", "O", "C", "C", "O", "C", "C", "H", "H", "H", "H", "H", "H", "H", "H", "H", "H", "H", "H", "H", "H", "H"],
  "xyz": [[-3.688082, 3.463911, -6.567418], [-2.483943, 3.810030, -5.322840], [-2.899879, 5.277380, -4.570641], [-2.568219, 2.432544, -4.015487], [-3.862749, 2.150043, -3.363142], [-5.311761, 3.123702, -3.855380], [-3.885980, 1.053173, -2.346326], [-5.272099, 0.792799, -1.648649], [-6.032884, -0.464398, -2.248987], [-5.420344, -1.010016, -3.602905], [-6.301058, -2.180679, -4.211462], [-5.849527, -2.354046, -5.983390], [-4.409746, -2.617823, -6.028921], [-6.112352, -1.079643, -6.652792], [-6.744451, -3.515353, -6.738946], [-2.672889, 0.271840, -2.029039], [-1.364344, 0.526032, -2.708264], [-1.346916, 1.630930, -3.681734], [0.246929, 2.134741, -4.600415], [0.494761, 3.801340, -4.314628], [-0.024158, 1.824026, -6.841510], [-0.085444, -0.332828, -2.403376], [0.832322, -0.436884, -3.182561], [-0.076444, -1.094968, -1.045385], [1.122839, -1.627621, -0.404748], [2.546128, -1.444102, -1.021669], [3.055406, -2.690326, -1.825031], [2.436391, -3.173542, -3.070481], [2.969079, -4.328600, -3.826195], [4.144115, -5.067307, -3.365611], [4.752880, -4.628942, -2.098153], [4.227089, -3.471469, -1.353258], [1.056598, -2.381834, 0.866826], [-0.216981, -2.650134, 1.579109], [-1.443298, -2.093329, 0.922003], [-1.366500, -1.347636, -0.345344], [-2.709655, -0.849603, -0.972340], [-3.722516, -1.405629, -0.580260], [-4.292752, 4.297070, -6.615097], [-3.184081, 3.471612, -7.463437], [-2.767301, 5.103855, -3.614363], [-5.790509, 3.710094, -2.703575], [-5.947799, 1.681960, -1.679977], [-5.040936, 0.587207, -0.571339], [-7.119008, -0.229462, -2.458991], [-5.987732, -1.311207, -1.504308], [-5.310205, -0.137094, -4.296186], [-4.413429, -1.473422, -3.395385], [-7.399000, -2.004535, -4.069640], [-6.054573, -3.149718, -3.687133], [-6.985163, -4.219083, -6.103991], [0.502928, 4.250187, -5.188239], [3.265868, -1.334330, -0.154409], [2.635143, -0.495841, -1.610211], [1.533605, -2.688407, -3.503513], [2.459001, -4.610368, -4.781040], [4.518375, -5.913749, -3.984130], [5.632471, -5.218189, -1.734026], [4.720093, -3.160528, -0.392510], [1.997955, -2.796471, 1.296024], [-0.199147, -3.248511, 2.520305], [-2.446757, -2.253539, 1.375875], [1.395387, -2.157972, 9.746089], [0.538822, -1.521595, 8.668129], [0.096536, -2.488102, 7.725757], [-1.255946, -3.389189, 8.036126], [-2.244176, -2.262245, 8.235878], [-1.658858, -3.772353, 6.486705], [-2.948539, -3.465691, 5.967603], [-2.909810, -2.160579, 5.195853], [-0.301214, -4.789388, 7.989356], [0.014721, -5.456579, 9.209828], [-1.127782, -5.473625, 10.204279], [0.787509, -2.801278, 10.389837], [1.858705, -1.394917, 10.374679], [2.179893, -2.776378, 9.304986], [-0.304499, -0.986782, 9.112430], [1.134586, -0.790488, 8.117342], [-3.697423, -3.440275, 6.760826], [-3.229894, -4.277695, 5.292191], [-2.510999, -1.343435, 5.798756], [-3.909078, -1.885480, 4.852490], [-2.253623, -2.256002, 4.325795], [0.908759, -5.005945, 9.648470], [0.276052, -6.484895, 8.947838], [-1.356988, -4.461752, 10.559650], [-0.871696, -6.083138, 11.072331], [-2.035329, -5.873850, 9.745669], [2.083282, 3.797995, -1.570702], [2.533435, 5.174823, -1.124877], [3.800254, 5.115363, -0.484878], [5.183337, 5.132419, -1.391411], [4.956454, 6.428942, -2.136481], [6.222382, 5.705328, -0.250213], [6.998281, 6.874901, -0.487385], [6.320629, 8.090151, 0.116723], [5.570718, 3.599389, -0.778772], [5.428702, 2.457593, -1.622448], [5.832517, 2.711664, -3.059881], [2.707822, 3.437621, -2.393582], [1.050401, 3.821453, -1.918946], [2.164657, 3.078290, -0.752148], [2.547612, 5.867449, -1.970284], [1.824901, 5.569113, -0.392769], [7.190351, 7.011178, -1.552960], [7.968477, 6.725304, -0.006816], [5.296245, 8.201691, -0.241898], [6.874995, 9.000834, -0.118678], [6.262375, 7.987099, 1.203707], [4.400937, 2.089432, -1.564276], [6.068100, 1.675856, -1.204252], [5.152982, 3.425901, -3.540339], [5.805455, 1.784981, -3.635426], [6.840222, 3.131553, -3.111254]],
  "atomic_forces_ev_per_a": [[0.14, 1.25, 0.99], [1.91, 0.18, -1.27], [-0.24, -1.90, 0.46], [-1.87, -1.40, 2.06], [2.98, -1.54, 1.39], [0.15, -0.28, 0.18], [0.19, 0.80, -0.74], [0.77, -0.67, 0.24], [-0.24, -0.94, -0.34], [0.15, -0.18, 0.41], [-0.28, -0.39, 0.66], [2.67, 3.08, -1.37], [-2.07, -1.32, 0.56], [-1.20, -2.00, 0.82], [0.49, 0.79, 1.51], [0.41, 1.10, -1.04], [-1.96, 1.53, -0.54], [-2.20, 0.72, -0.55], [1.81, -0.22, 1.32], [-0.97, -1.15, -1.38], [-0.40, 0.22, 0.45], [-0.70, -0.42, 1.07], [-0.76, 0.30, 0.25], [-0.90, -0.98, 2.13], [-0.64, -0.36, 0.42], [0.54, -0.49, 0.57], [0.93, -2.20, -1.43], [1.44, -1.15, 0.35], [0.84, 0.87, 1.81], [-1.36, 2.35, 1.34], [-1.46, 0.68, -0.99], [-0.91, -0.39, -1.52], [-2.43, 0.42, -0.43], [0.43, 2.01, -3.53], [2.07, -0.06, -0.59], [1.39, -0.18, 0.41], [0.78, -0.70, 0.65], [0.43, 0.90, -0.65], [-0.18, -0.63, 0.14], [-0.02, -0.17, 0.58], [-0.28, 0.47, -0.53], [0.75, -0.66, -0.36], [0.89, -0.68, -0.19], [-0.37, 0.14, -0.92], [1.14, -0.03, 0.40], [-0.18, 1.01, -0.70], [-0.12, -1.04, 0.26], [-0.93, 0.75, -0.36], [0.90, -0.01, -0.52], [-0.16, 0.93, -0.63], [0.24, 0.22, -0.31], [-0.26, -0.04, 0.66], [-0.79, -0.09, -0.85], [-0.26, -1.00, 0.33], [0.91, -0.26, 0.57], [0.54, 0.27, 1.04], [-0.18, 0.77, 0.83], [-0.92, 0.86, -0.15], [-0.49, -0.41, -1.11], [-0.81, 0.51, -0.49], [-0.30, 0.72, -0.96], [0.95, 0.18, -0.47], [-0.04, -0.10, 0.09], [0.25, 0.30, 0.05], [-0.17, -0.28, 0.96], [2.56, 2.83, -7.76], [-0.32, -2.23, 3.35], [-0.20, -0.80, 0.80], [-0.16, 0.32, -0.24], [0.11, 0.12, -0.11], [-2.34, 0.22, 2.74], [0.45, -0.49, 0.23], [-0.08, 0.11, -0.10], [0.01, 0.03, 0.06], [-0.03, -0.03, -0.01], [-0.01, 0.10, -0.02], [-0.06, -0.05, -0.09], [-0.07, -0.09, -0.10], [0.10, 0.13, 0.00], [0.17, -0.07, 0.06], [-0.12, -0.10, 0.13], [0.02, -0.02, -0.02], [-0.09, -0.04, 0.02], [-0.02, 0.06, 0.04], [-0.02, 0.11, -0.15], [0.04, 0.02, 0.05], [-0.04, 0.06, -0.02], [0.07, -0.08, 0.02], [0.05, -0.16, 0.02], [-0.40, 0.02, 0.07], [0.00, -0.44, -0.88], [-1.03, 3.60, 7.79], [0.66, -2.73, -2.90], [0.42, -0.78, -0.77], [-0.03, 0.42, 0.11], [-0.14, 0.05, 0.16], [0.43, 0.41, -3.56], [-0.03, -0.70, 0.07], [0.01, 0.16, 0.03], [-0.10, -0.01, -0.07], [0.07, 0.02, -0.03], [-0.01, 0.10, 0.04], [0.10, 0.02, 0.04], [0.15, 0.03, 0.07], [-0.15, 0.03, 0.04], [-0.08, -0.17, 0.04], [0.11, -0.05, -0.17], [0.01, -0.02, 0.02], [0.09, 0.01, -0.07], [-0.04, 0.04, -0.06], [-0.01, 0.15, 0.11], [-0.07, -0.04, -0.02], [-0.02, 0.07, -0.01], [0.00, -0.10, 0.03]]
}

---

Record 2
{
  "formula": "H22O11",
  "method": "ωB97M-V with the def2-TZVPD basis set",
  "relative_energy_ev": 3.2614,
  "homo_lumo_gap_ev": 10.0,
  "smiles": "O.O.O.O.O.O.O.O.O.O.O",
  "multiplicity": 1,
  "e_homo_ev": -10.22,
  "symbols": ["O", "H", "H", "O", "H", "H", "O", "H", "H", "O", "H", "H", "O", "H", "H", "O", "H", "H", "O", "H", "H", "O", "H", "H", "O", "H", "H", "O", "H", "H", "O", "H", "H"],
  "xyz": [[1.320276, -0.139026, -1.229795], [0.913237, -0.502910, -0.435505], [0.949939, -0.667056, -1.946051], [3.035741, -4.626057, -2.350435], [3.967553, -4.581063, -2.592697], [2.680369, -5.322788, -2.913699], [-1.241322, 0.696129, -2.842738], [-0.773751, 1.006869, -3.626197], [-2.151036, 0.981559, -2.983944], [0.774123, 1.919110, 3.964989], [0.638351, 2.763407, 3.520336], [1.233976, 1.380870, 3.310907], [3.181225, -2.394365, 2.324346], [2.458461, -2.814460, 1.844635], [2.769855, -1.632854, 2.748450], [-2.937526, -3.686302, 0.787509], [-2.570000, -4.064079, 1.594478], [-2.163621, -3.404479, 0.286875], [-2.930571, 0.071635, 0.018965], [-1.974008, 0.115825, 0.128627], [-3.049520, -0.175525, -0.905023], [-1.420899, 3.661643, 0.312158], [-1.916099, 4.484170, 0.227206], [-1.555185, 3.218679, -0.533264], [1.908756, 3.969496, -1.354748], [2.325006, 3.761692, -2.198870], [1.093399, 4.421083, -1.600213], [0.794078, 1.751301, 0.150479], [0.426272, 1.565044, -0.720737], [0.805794, 2.713839, 0.199195], [-2.183203, -1.134815, 2.099774], [-2.686425, -1.396849, 2.878937], [-1.723245, -1.939724, 1.836050]],
  "atomic_forces_ev_per_a": [[-0.05, -0.89, -0.71], [0.17, 0.19, 0.06], [0.06, -0.10, 0.01], [0.04, -0.12, -0.16], [-0.07, 0.06, 0.09], [-0.01, 0.06, 0.08], [-0.08, 0.15, -0.07], [0.04, -0.06, 0.05], [0.02, -0.03, 0.03], [0.15, 0.05, -0.01], [-0.05, -0.13, 0.00], [-0.14, 0.09, -0.04], [-0.23, 0.02, 0.02], [0.15, 0.00, 0.00], [0.11, -0.03, -0.01], [0.27, -0.16, 0.06], [-0.13, -0.13, -0.06], [-0.17, -0.04, -0.13], [-0.13, 0.25, -0.91], [-0.09, 0.09, 0.25], [-0.01, 0.03, 0.06], [0.02, 0.35, -0.25], [-0.01, -0.04, 0.10], [-0.05, -0.20, 0.17], [-0.14, 0.24, -0.28], [0.06, -0.08, 0.14], [0.06, 0.06, 0.08], [-0.45, 0.59, 0.57], [0.38, -0.11, 0.04], [0.02, -0.10, 0.13], [0.53, -0.27, 0.69], [0.02, 0.10, -0.08], [-0.25, 0.15, 0.09]]
}

---

Record 3
{
  "formula": "C25H19Cl2F6N8O5STcTe",
  "method": "ωB97M-V with the def2-TZVPD basis set",
  "relative_energy_ev": 0.7234,
  "total_charge": -1,
  "homo_lumo_gap_ev": [5.4, 5.3],
  "multiplicity": 2,
  "e_homo_ev": [-3.43, -3.41],
  "symbols": ["Tc", "C", "N", "C", "C", "N", "N", "C", "N", "N", "H", "H", "H", "H", "H", "H", "H", "H", "H", "H", "H", "Cl", "C", "C", "C", "Cl", "C", "C", "C", "C", "N", "C", "C", "O", "H", "H", "H", "H", "Te", "F", "C", "C", "F", "C", "F", "C", "S", "C", "F", "C", "F", "F", "C", "C", "N", "C", "C", "O", "O", "C", "O", "N", "C", "O", "H", "H", "H", "H"],
  "xyz": [[-1.290057, 0.293764, -0.717309], [-1.780226, 0.628775, 4.525624], [-1.272088, 1.445030, 3.423759], [0.152070, 1.725239, 3.556131], [-1.676417, 1.036599, 2.144006], [-0.908859, 0.513431, 1.264775], [-3.013483, 1.308665, 1.906412], [-3.759593, 1.156446, 0.753727], [-5.070378, 1.582621, 0.903777], [-3.271469, 0.726219, -0.349321], [-1.813262, 1.226679, 5.437337], [-1.135847, -0.242709, 4.700026], [-2.784455, 0.271919, 4.303433], [0.309238, 2.218806, 4.515152], [0.465998, 2.398523, 2.758370], [0.770657, 0.819231, 3.526345], [0.023617, 0.301402, 1.619037], [-3.429974, 1.890990, 2.613740], [-5.507682, 1.424990, 1.795902], [-5.669065, 1.409083, 0.114455], [-3.957698, 0.687002, -1.097449], [0.119966, 5.057644, -0.286262], [1.115012, 3.640662, -0.301703], [2.486133, 3.756269, -0.052534], [3.300502, 2.652889, -0.070846], [5.006761, 2.852646, 0.232943], [2.787379, 1.366856, -0.347358], [3.542578, 0.176369, -0.418539], [2.902466, -0.998352, -0.711362], [1.517945, -1.011765, -0.922819], [0.773654, 0.078754, -0.847529], [1.396794, 1.265105, -0.571371], [0.526884, 2.406768, -0.565212], [-0.728260, 2.231625, -0.809292], [2.906156, 4.733383, 0.141944], [4.610272, 0.205410, -0.251153], [3.457622, -1.924102, -0.788958], [0.999646, -1.931863, -1.167117], [-2.652683, 2.825754, -3.509998], [1.421423, -0.055741, -7.840194], [0.666931, 0.030519, -6.740342], [-0.600641, -0.519924, -6.719746], [-1.071909, -1.128848, -7.817646], [-1.379672, -0.418887, -5.583016], [-2.598009, -0.961622, -5.617710], [-0.937933, 0.242598, -4.440352], [-2.055684, 0.500566, -3.091479], [0.341839, 0.790233, -4.494281], [0.827037, 1.462226, -3.453219], [1.139473, 0.684110, -5.616670], [2.364944, 1.224227, -5.630083], [2.501563, -5.782635, 2.056070], [2.069265, -4.516008, 2.186050], [0.805608, -4.205203, 1.862898], [0.312441, -2.928953, 1.995798], [-1.031844, -2.622998, 1.522016], [-1.161537, -2.785956, -0.019563], [-0.820520, -3.867883, -0.495706], [-1.634501, -1.788248, -0.625745], [1.091981, -1.914053, 2.497616], [0.682449, -0.777740, 2.687211], [2.381980, -2.274609, 2.803763], [2.994349, -3.532051, 2.694371], [4.151546, -3.684585, 3.018626], [0.123697, -4.940145, 1.465252], [-1.259740, -1.603328, 1.806438], [-1.746573, -3.300704, 1.991230], [2.972205, -1.531123, 3.147651]],
  "atomic_forces_ev_per_a": [[0.18, -0.10, -0.59], [0.09, 0.01, -0.05], [-0.13, -0.13, 0.03], [0.31, 0.23, 0.26], [0.28, -0.02, -0.21], [-0.52, 0.59, -0.08], [-0.20, -0.07, 0.08], [-0.03, -0.09, -0.11], [0.05, 0.15, 0.07], [-0.31, 0.04, 0.27], [0.00, -0.01, 0.02], [-0.04, 0.00, -0.01], [-0.03, 0.02, 0.01], [-0.06, 0.16, 0.01], [-0.02, 0.06, 0.00], [-0.25, 0.74, 0.25], [-0.46, 0.27, -0.16], [0.05, 0.10, -0.05], [-0.01, -0.10, -0.02], [0.00, 0.02, -0.02], [0.02, 0.05, -0.02], [0.00, 0.00, 0.03], [0.13, -0.01, 0.04], [-0.02, -0.13, -0.07], [-0.01, 0.10, -0.01], [0.09, 0.00, 0.02], [-0.14, 0.04, 0.03], [-0.03, -0.14, 0.00], [0.25, 0.12, 0.04], [-0.28, -0.11, -0.12], [0.52, -0.09, 0.19], [0.23, 0.14, -0.08], [-0.46, -0.05, -0.07], [0.31, 0.74, 0.02], [0.00, 0.00, 0.02], [0.01, 0.01, 0.00], [-0.03, -0.02, 0.00], [-0.01, 0.00, 0.00], [-0.26, 0.12, -0.11], [0.02, -0.02, 0.01], [-0.09, 0.05, 0.08], [0.02, -0.02, -0.16], [0.02, -0.04, 0.05], [-0.02, 0.00, 0.23], [0.02, 0.01, -0.08], [0.14, 0.04, -0.19], [0.03, -0.25, 0.24], [-0.19, -0.09, 0.20], [0.05, 0.00, -0.05], [0.11, 0.02, -0.03], [-0.02, -0.02, -0.02], [0.06, 0.17, 0.05], [-0.27, -0.37, -0.11], [0.28, 0.06, 0.04], [0.23, 0.08, 0.14], [-0.38, 0.10, -0.18], [0.11, 0.06, 0.33], [0.10, -0.03, 0.06], [-0.36, -0.32, -0.50], [0.09, -0.72, -0.12], [0.86, -1.39, 0.36], [-0.04, -0.08, -0.03], [0.16, 0.36, 0.08], [-0.13, -0.12, -0.06], [-0.04, 0.03, -0.09], [0.00, -0.12, 0.05], [0.05, -0.06, 0.05], [0.01, 0.03, -0.01]]
}